Entry 1:
Entry from the OMol25 dataset: the molecule C24H25N5O6 in a non-equilibrium geometry (ωB97M-V with the def2-TZVPD basis set).

SMILES string = COc1ccc(OC)c(C(=O)N[C@@H](CC(N)=O)c2ccc(NCc3ccccn3)c([N+](=O)[O-])c2)c1
lowest unoccupied orbital energy = -0.6 eV
HOMO-LUMO gap = 7.737 eV
ΔE to the lowest compared entry with this formula, charge and spin = 0.0 kJ/mol
electronic energy = -45027.6432 eV

Geometry as XYZ:
```
60
C24H25N5O6 | the OMol25 dataset | ωB97M-V with the def2-TZVPD basis set
C -8.86267 -0.66367 0.90966
O -7.75348 0.13914 0.58718
C -6.52784 -0.44856 0.51665
C -6.26564 -1.79127 0.75333
C -4.97250 -2.27782 0.64815
C -3.90595 -1.45310 0.31844
O -2.62102 -1.90510 0.20245
C -2.37329 -3.29662 0.25425
C -4.16248 -0.08743 0.08201
C -3.13975 0.92223 -0.30762
O -3.45616 1.98558 -0.82998
N -1.85538 0.62170 -0.03888
C -0.78868 1.52807 -0.39871
C -0.68792 2.68390 0.62986
C -0.63009 4.03317 -0.07901
N -1.77379 4.33031 -0.71584
O 0.35210 4.74667 -0.06860
C 0.53016 0.82083 -0.58175
C 1.70779 1.58152 -0.68618
C 2.92581 0.98626 -0.86990
C 3.07299 -0.41655 -0.96836
N 4.26696 -0.99798 -1.17088
C 5.54594 -0.34664 -1.23877
C 6.22123 -0.17050 0.10545
C 5.50823 0.04309 1.27949
C 6.21440 0.20450 2.46058
C 7.59838 0.14957 2.42889
C 8.21294 -0.06801 1.20509
N 7.54570 -0.22660 0.07712
C 1.87821 -1.17843 -0.85637
N 1.86179 -2.58605 -0.88799
O 0.79809 -3.16198 -0.70988
O 2.91041 -3.20325 -1.07504
C 0.63786 -0.54281 -0.68456
C -5.46405 0.38196 0.17816
H -8.76336 -1.10709 1.90603
H -9.72236 0.00422 0.89854
H -9.01344 -1.45796 0.17124
H -7.05269 -2.47947 1.01756
H -4.80891 -3.32690 0.83518
H -2.56945 -3.69848 1.25264
H -2.97371 -3.83343 -0.48422
H -1.31758 -3.41814 0.01466
H -1.63855 -0.21866 0.47109
H -1.07692 1.96112 -1.36842
H 0.18884 2.56846 1.26650
H -1.57916 2.67160 1.25842
H -1.83038 5.17736 -1.25597
H -2.52676 3.65001 -0.77849
H 1.65373 2.65774 -0.62313
H 3.80266 1.60909 -0.93400
H 4.26236 -2.01504 -1.17292
H 6.20870 -0.94998 -1.86342
H 5.45015 0.63296 -1.71815
H 4.43007 0.08289 1.27433
H 5.69001 0.37125 3.39021
H 8.18359 0.26862 3.32690
H 9.29005 -0.12413 1.11848
H -0.23124 -1.18078 -0.65062
H -5.65239 1.42493 -0.02205
```

***

Entry 2:
Entry from the OMol25 dataset: a structure of composition C13H18FeNO3 in a non-equilibrium geometry (ωB97M-V with the def2-TZVPD basis set).

total charge = +1
spin multiplicity = 5
lowest unoccupied orbital energy (spin up / spin down) = -3.3 / -4.2 eV
HOMO-LUMO gap (spin up / spin down) = 4.819 / 7.885 eV
ΔE to the lowest compared entry with this formula, charge and spin = 0.0 kJ/mol
electronic energy = -55781.1721 eV

Geometry as XYZ:
```
36
C13H18FeNO3 | the OMol25 dataset | ωB97M-V with the def2-TZVPD basis set
O -4.65466 0.21719 -2.27131
C -4.68753 -0.73710 -1.60776
Fe -4.31590 -1.90263 -0.34130
C -5.01232 -0.88703 0.98195
O -5.27071 0.01172 1.64513
C -5.89404 -2.72580 -0.52115
O -6.98491 -3.10161 -0.61134
C 0.08510 0.38719 0.30709
C -0.93208 -0.17760 -0.74907
C -1.74997 -1.36929 -0.35501
C -1.70496 -1.86463 0.92444
C -0.89604 -1.27342 1.93434
C -0.04230 -0.22557 1.65028
H -0.03208 1.45325 0.40690
H -1.69307 0.57354 -1.00231
H -0.37441 -0.37985 -1.67176
H -2.24218 -1.91479 -1.21693
H -2.29283 -2.76278 1.16284
H -0.94315 -1.65940 2.96003
H 0.51858 0.20902 2.48396
C 2.99354 1.86228 -1.56239
C 2.90754 1.14783 -0.20775
C 4.13884 0.22978 -0.08422
C 2.87420 2.14615 0.92949
N 1.54110 0.18904 -0.14548
H 2.12252 2.51099 -1.75205
H 3.91582 2.47692 -1.54858
H 3.10340 1.14535 -2.39391
H 4.15703 -0.30507 0.88454
H 4.18795 -0.49070 -0.92548
H 5.04266 0.86777 -0.14550
H 2.91355 1.63967 1.90220
H 3.77246 2.76921 0.82858
H 1.98360 2.78741 0.89247
H 1.89344 -0.66600 0.34332
H 1.57179 -0.18108 -1.12426
```

***

Entry 3:
Entry from the OMol25 dataset: a structure of composition C2H4N2O2 in a non-equilibrium geometry (ωB97M-V with the def2-TZVPD basis set).

lowest unoccupied orbital energy = 0.8 eV
HOMO-LUMO gap = 9.147 eV
ΔE to the lowest compared entry with this formula, charge and spin = 656.9 kJ/mol
electronic energy = -9208.4142 eV

Geometry as XYZ:
```
10
C2H4N2O2 | the OMol25 dataset | ωB97M-V with the def2-TZVPD basis set
C 0.10896 -0.31888 0.79580
C -0.92903 0.35917 0.02363
N 0.29624 -0.66406 1.93079
N 0.54684 0.00869 -1.50172
O 1.42752 -0.09990 -0.46984
O -0.48557 0.93525 -1.11561
H -1.64671 -0.53974 -0.16291
H -1.40843 1.06776 0.54483
H 1.09107 -1.18255 2.33904
H 0.99911 0.43426 -2.38402
```

***

Entry 4:
Entry from the OMol25 dataset: a cluster of 9 separate species, C40H83O30PS in total (ωB97M-V with the def2-TZVPD basis set).

lowest unoccupied orbital energy = 0.4 eV
HOMO-LUMO gap = 10.409 eV
ΔE to the lowest compared entry with this formula, charge and spin = 15.4 kJ/mol
electronic energy = -124378.7073 eV

Geometry as XYZ:
```
155
C40H83O30PS | the OMol25 dataset | ωB97M-V with the def2-TZVPD basis set
C -1.51870 0.04703 -0.60841
C -1.00217 1.24863 -1.40014
O 0.26802 1.64246 -0.83927
S 0.76482 3.13274 -1.27718
O 0.46650 3.26941 -2.68968
O 2.35128 2.82150 -1.12519
C 3.02014 2.29378 -2.28286
C 4.23968 1.49314 -1.79233
P 4.42960 0.02312 -2.82310
O 3.30018 -0.90262 -2.63852
O 4.58308 0.60129 -4.30542
C 4.06508 -0.19785 -5.39289
C 4.70071 -1.57264 -5.51535
O 5.82614 -0.68552 -2.47482
C 6.97680 0.08237 -2.08767
C 7.49935 1.00272 -3.17810
H -2.60939 0.06045 -0.59513
H -1.17769 -0.87696 -1.07606
H -1.14979 0.10707 0.41596
H -1.71306 2.07827 -1.31996
H -0.88205 1.00990 -2.45621
H 3.36084 3.11350 -2.91630
H 2.35752 1.64229 -2.85292
H 5.13892 2.11262 -1.76809
H 4.06058 1.10776 -0.78668
H 4.30687 0.37182 -6.29364
H 2.97528 -0.24414 -5.33823
H 4.60137 -2.17243 -4.61211
H 5.74333 -1.46305 -5.81812
H 4.17026 -2.09508 -6.31842
H 7.74993 -0.66144 -1.87839
H 6.80292 0.60159 -1.14035
H 8.44786 1.45302 -2.88615
H 7.60718 0.44428 -4.11057
H 6.80267 1.82150 -3.38633
C -7.98772 0.79660 3.49477
C -7.25696 -0.08916 2.51004
O -6.00205 0.48626 2.10502
C -5.00586 0.38143 2.97582
O -5.05042 -0.17172 4.04364
O -3.94687 1.00501 2.45851
C -2.80877 1.03657 3.33122
H -8.11382 1.79738 3.07944
H -8.97194 0.38146 3.71072
H -7.43687 0.88193 4.43087
H -7.82806 -0.18221 1.58895
H -7.08734 -1.08875 2.90943
H -2.55163 0.03645 3.67398
H -3.01046 1.68155 4.18501
H -1.98297 1.44299 2.75404
C -10.37931 4.27492 -2.59628
C -10.76613 3.98356 -1.16346
O -9.72123 3.28856 -0.46170
C -8.70135 4.04585 -0.06600
O -8.60294 5.23649 -0.20021
O -7.80301 3.25373 0.52046
C -6.61896 3.92606 0.95750
H -10.08617 3.35669 -3.10650
H -11.21727 4.72002 -3.13241
H -9.53899 4.96566 -2.64398
H -11.62167 3.31179 -1.12590
H -11.02799 4.89325 -0.62358
H -6.86349 4.76992 1.59919
H -6.03871 4.26752 0.10156
H -6.04495 3.19121 1.51538
C -5.45108 4.16516 -4.46500
C -5.48696 5.59251 -4.96616
O -5.85487 5.66644 -6.35396
C -7.15140 5.51399 -6.60662
O -8.01931 5.34885 -5.79040
O -7.32846 5.58252 -7.92572
C -8.67885 5.38253 -8.34911
H -4.79371 3.55919 -5.08960
H -5.08175 4.13936 -3.43966
H -6.44436 3.71871 -4.48440
H -4.49552 6.03832 -4.91859
H -6.16478 6.20828 -4.37549
H -9.35305 6.06086 -7.83104
H -8.98209 4.35213 -8.17001
H -8.69374 5.58945 -9.41493
C -1.05229 -2.26540 10.11768
C -1.36762 -3.26101 9.02218
O -2.76693 -3.27898 8.69676
C -3.19200 -2.27300 7.93741
O -2.50842 -1.38418 7.49234
O -4.49358 -2.42622 7.73368
C -5.10526 -1.38936 6.95227
H -1.66706 -2.46014 10.99726
H -0.00210 -2.34240 10.39960
H -1.24762 -1.24504 9.78915
H -1.14349 -4.27369 9.35007
H -0.78695 -3.06455 8.12152
H -4.58385 -1.24087 6.01531
H -5.12495 -0.45994 7.52070
H -6.12120 -1.71809 6.75533
C -0.45450 -3.20909 -11.12757
C 0.55126 -2.25221 -10.52565
O 0.41989 -2.16384 -9.09804
C 0.93801 -3.18211 -8.41479
O 1.52316 -4.12478 -8.87916
O 0.71327 -2.96695 -7.11975
C 1.17518 -4.01077 -6.25862
H -1.46669 -2.93230 -10.83046
H -0.38927 -3.18471 -12.21532
H -0.27055 -4.22946 -10.79472
H 0.37581 -1.23948 -10.88333
H 1.57327 -2.53029 -10.78201
H 2.22514 -4.23022 -6.43972
H 0.57873 -4.91127 -6.39612
H 1.05253 -3.64865 -5.24206
C 13.97836 -2.30446 -0.70121
C 13.13653 -1.83194 -1.86625
O 12.04885 -2.72939 -2.14106
C 11.00967 -2.63461 -1.31620
O 10.89117 -1.85384 -0.40803
O 10.10557 -3.54108 -1.68330
C 8.95248 -3.59659 -0.84067
H 14.32762 -3.32304 -0.87379
H 14.84364 -1.65344 -0.57693
H 13.40506 -2.29503 0.22456
H 13.72423 -1.82048 -2.78203
H 12.74812 -0.82742 -1.69992
H 8.50472 -2.61204 -0.72776
H 9.21367 -3.99708 0.13753
H 8.24533 -4.26250 -1.32571
C 2.92462 1.07518 2.50306
C 3.49239 1.61763 3.79625
O 2.48238 2.25055 4.60494
C 1.67980 1.42698 5.27706
O 1.75172 0.22258 5.29110
O 0.78455 2.15486 5.93360
C -0.17902 1.38955 6.67344
H 2.39350 1.85876 1.96056
H 3.72154 0.68674 1.86859
H 2.21871 0.26879 2.69451
H 4.21640 2.40464 3.59319
H 3.99279 0.84134 4.37449
H 0.31041 0.69423 7.34957
H -0.83386 0.84292 5.99940
H -0.76099 2.10443 7.24558
C 2.37976 -2.18793 6.91326
C 1.58299 -3.19453 6.11967
O 2.26582 -4.45677 5.99730
C 2.21216 -5.23451 7.07185
O 1.62424 -5.00123 8.09624
O 2.91326 -6.34160 6.81942
C 2.98126 -7.25693 7.91415
H 3.37188 -2.05479 6.48004
H 1.86545 -1.23039 6.90565
H 2.50989 -2.51531 7.94582
H 1.44813 -2.84454 5.09822
H 0.59598 -3.36010 6.55227
H 1.98612 -7.50236 8.27833
H 3.57647 -6.83577 8.72301
H 3.46453 -8.15037 7.53005
```